A molecular structure, C27H46N3O5P3W. Source: the OMol25 dataset; level of theory: ωB97M-V with the def2-TZVPD basis set.

The geometry in XYZ format:
```
85
Properties=species:S:1:pos:R:3:forces:R:3
W -0.3814 1.0779 0.8899 0.03 0.25 -0.61
O -2.4264 1.9877 0.3270 -0.10 0.06 -0.07
C -3.3182 2.4277 1.4123 0.00 -0.06 -0.07
C -2.4332 3.0812 2.4299 0.07 -0.02 0.04
N -1.3314 2.1420 2.8280 0.04 -0.07 0.01
C -1.8958 1.0243 3.6420 0.05 0.12 0.04
C -2.3674 -0.1137 2.7697 0.02 -0.01 0.11
O -3.1289 -0.9600 3.0285 -0.01 -0.06 -0.11
O -1.6674 -0.0744 1.5381 -0.41 -0.45 0.31
C -0.2872 2.8548 3.5915 -0.09 0.04 -0.05
C 1.1021 2.4109 3.2162 -0.08 0.04 0.03
O 2.1420 2.5208 3.6915 0.03 -0.03 -0.04
O 0.9892 1.7025 1.8346 0.54 0.08 0.35
H -2.9541 1.4141 -0.2495 -0.01 -0.02 -0.06
H -3.8735 1.5691 1.7912 -0.01 0.01 0.01
H -4.0316 3.1390 0.9976 0.01 0.02 0.02
H -3.0057 3.3840 3.3099 -0.03 -0.01 -0.02
H -1.9780 3.9693 2.0030 0.00 0.05 -0.01
H -2.7186 1.3646 4.2739 0.01 -0.01 0.01
H -1.1211 0.6229 4.2996 -0.01 -0.04 0.00
H -0.3981 2.7305 4.6708 0.02 0.02 0.02
H -0.3258 3.9278 3.3904 0.02 0.00 0.02
C 0.4672 -1.6841 2.7424 -0.02 0.04 0.02
P 0.9997 -1.1335 1.1003 0.35 0.04 -0.01
C 0.1596 -2.2644 -0.0161 -0.19 -0.03 -0.05
N 0.1513 -3.5266 0.3472 -0.08 -0.01 -0.09
C -0.6843 -4.3564 -0.3134 0.17 -0.05 0.18
C -0.7066 -5.7324 0.0033 0.00 0.01 0.00
C -1.6027 -6.5417 -0.6312 -0.04 0.00 -0.04
C -2.5169 -6.0195 -1.5902 0.03 -0.03 0.04
C -2.5214 -4.6946 -1.9187 0.03 0.03 0.03
C -1.5918 -3.8328 -1.2965 -0.16 0.07 -0.18
N -1.5503 -2.5239 -1.6372 -0.03 -0.05 -0.04
C -0.6723 -1.7635 -1.0385 0.24 0.06 0.20
P -0.3950 -0.0563 -1.6429 -0.22 -0.07 -0.22
C -1.9859 0.4408 -2.3923 -0.01 -0.01 0.00
C 0.6719 -0.3334 -3.3300 -0.07 0.15 0.22
C 0.9904 0.9829 -4.0257 -0.04 -0.06 -0.01
C -0.2894 -1.1608 -4.1924 0.08 -0.03 -0.05
C 1.9371 -1.1118 -3.0336 -0.02 -0.01 -0.01
C 2.8775 -1.1421 1.1513 -0.24 0.02 0.05
C 3.4962 -0.4645 -0.0650 -0.06 0.00 -0.04
C 3.2695 -2.6353 1.1730 0.04 0.16 0.07
C 3.3381 -0.4520 2.4413 -0.02 -0.05 -0.04
H -0.5575 -2.0450 2.7160 -0.02 -0.02 -0.01
H 0.6088 -0.9153 3.5028 0.00 -0.03 0.01
H 1.1119 -2.5267 3.0020 0.00 -0.02 0.01
H -0.0149 -6.1142 0.7417 0.01 0.02 0.00
H -1.6287 -7.5992 -0.4033 -0.01 0.00 -0.01
H -3.2177 -6.6925 -2.0669 0.01 -0.01 0.01
H -3.2075 -4.2935 -2.6522 0.01 0.02 0.00
H -2.5602 -0.4780 -2.5348 -0.03 0.02 0.00
H -1.7829 0.8824 -3.3658 -0.03 -0.01 -0.01
H -2.5784 1.1734 -1.8617 -0.04 0.02 0.02
H 0.1547 1.6854 -4.0669 0.03 -0.01 0.02
H 1.2296 0.7411 -5.0643 0.00 0.01 0.00
H 1.8781 1.4593 -3.6180 0.00 0.05 -0.01
H -1.1113 -0.5871 -4.6116 0.01 0.00 -0.01
H -0.6757 -2.0588 -3.7188 0.04 0.01 0.01
H 0.3294 -1.4832 -5.0341 -0.06 -0.02 -0.03
H 2.7026 -0.4724 -2.6079 0.03 0.01 0.03
H 2.3206 -1.4793 -3.9879 0.03 0.01 0.01
H 1.7742 -1.9869 -2.4022 -0.02 -0.01 0.00
H 3.4799 -1.1285 -0.9227 0.03 0.02 0.00
H 4.5398 -0.2372 0.1573 0.00 -0.02 -0.01
H 3.0039 0.4771 -0.3270 0.02 0.01 0.01
H 2.8736 -3.2021 0.3330 -0.01 0.02 -0.06
H 2.9945 -3.1338 2.1010 0.01 -0.02 0.00
H 4.3598 -2.6431 1.1037 0.00 -0.11 0.02
H 3.2427 0.6311 2.3934 0.00 0.01 -0.02
H 4.4013 -0.6741 2.5507 0.00 0.03 0.03
H 2.8472 -0.8267 3.3388 0.06 -0.02 0.01
C -1.0218 3.8589 -1.7271 0.01 0.04 -0.02
P 0.1140 3.3055 -0.4526 0.20 -0.24 0.14
C 1.7407 3.1100 -1.1997 0.02 0.00 0.02
C 0.3719 4.7106 0.6600 -0.13 0.05 -0.04
H -0.5565 4.7322 -2.1931 -0.08 0.01 -0.05
H -1.9815 4.1502 -1.3040 0.00 0.03 -0.01
H -1.1770 3.0980 -2.4891 0.03 -0.01 -0.01
H 2.0736 4.1003 -1.5225 0.02 -0.02 -0.05
H 1.6781 2.4582 -2.0633 0.05 -0.04 -0.03
H 2.4699 2.7184 -0.4902 -0.02 0.02 0.03
H 0.6995 5.5371 0.0226 0.01 0.04 0.04
H 1.1696 4.5104 1.3750 0.03 -0.01 -0.02
H -0.5300 5.0405 1.1682 -0.02 0.06 0.00
```
Forces are in eV/Å.

Computed properties:
Maximum force (eV Å⁻¹): 0.7
HOMO-LUMO gap (eV): 4.78
Total charge: +4
M (u): 769.44
Relative energy (zero: lowest compared OMol25 entry of this formula, charge and spin) (kcal/mol): 0.0
Multiplicity: 1

---

A molecular structure, C27H47AuN2O4PSe2Si. Source: the OMol25 dataset; level of theory: ωB97M-V with the def2-TZVPD basis set.

The geometry in XYZ format:
```
85
Properties=species:S:1:pos:R:3:forces:R:3
Au 0.1391 -0.3582 0.1726 -0.16 0.83 -0.94
Se 1.7150 -1.9101 -2.6751 0.34 0.42 -0.33
Se 0.8547 -3.5163 -1.2878 -0.20 -0.49 0.29
C -1.0214 -3.0503 -1.3596 0.45 -0.33 -0.14
C -1.9488 -4.0251 -1.7006 0.21 0.11 0.04
C -3.2812 -3.6539 -1.7795 -0.02 0.23 0.12
C -3.6270 -2.3304 -1.5362 0.04 -0.11 -0.06
C -2.6284 -1.4362 -1.1909 -0.38 0.14 -0.08
N -1.3535 -1.7965 -1.0943 0.49 0.31 0.78
C 2.9463 -0.9654 -1.5055 -0.02 -0.35 -0.36
C 4.2787 -0.8875 -1.8905 -0.26 -0.11 -0.05
C 5.1374 -0.1118 -1.1286 -0.16 0.10 0.16
C 4.6352 0.5513 -0.0187 0.06 -0.14 -0.12
C 3.2975 0.3861 0.3013 0.36 0.22 0.19
N 2.4789 -0.3574 -0.4292 -0.67 -0.21 0.23
H -1.6262 -5.0376 -1.9021 -0.01 0.05 -0.06
H -4.0333 -4.3835 -2.0396 -0.07 -0.03 -0.02
H -4.6504 -1.9975 -1.6113 -0.04 0.04 0.01
H -2.8261 -0.3947 -0.9901 -0.18 0.12 0.04
H 4.6205 -1.4234 -2.7641 0.01 0.00 0.00
H 6.1788 -0.0305 -1.4001 0.08 0.03 -0.02
H 5.2723 1.1772 0.5866 -0.03 0.05 0.09
H 2.8514 0.8650 1.1570 0.04 0.18 0.14
C 0.7025 2.4793 -2.8666 0.09 0.02 0.19
C 1.8624 3.2061 -2.1978 0.41 0.31 -1.16
C 1.7802 4.7123 -2.4440 -0.16 -0.20 0.22
C 3.1935 2.6663 -2.7362 -0.43 0.07 0.31
O 1.8587 2.9551 -0.7870 -0.48 -0.26 1.00
P 0.4612 3.0500 0.0292 0.36 1.49 0.16
O -0.3726 4.2102 -0.3471 0.36 -0.43 0.19
O -0.3022 1.7439 -0.1230 -0.35 -2.28 0.34
O 0.9700 3.0282 1.5457 -0.15 -0.45 -0.45
C 1.7230 4.0532 2.2213 0.59 0.61 0.51
C 1.2184 4.1025 3.6729 0.01 -0.05 -0.41
C 1.5317 5.4159 1.5730 -0.15 -0.21 0.00
C 3.1977 3.6473 2.1771 -0.29 -0.06 -0.11
H 0.7167 2.6479 -3.9394 0.02 0.01 -0.11
H -0.2365 2.8400 -2.4565 -0.18 0.03 -0.18
H 0.7775 1.4095 -2.6662 -0.02 -0.11 -0.08
H 1.7411 4.9154 -3.5102 0.04 0.02 -0.14
H 2.6512 5.2107 -2.0219 0.08 0.05 0.03
H 0.8784 5.0973 -1.9716 0.05 0.11 -0.07
H 3.3224 3.0045 -3.7607 0.06 -0.02 -0.11
H 3.1958 1.5776 -2.7223 0.05 -0.10 0.01
H 4.0250 3.0304 -2.1370 0.08 0.08 0.04
H 0.3764 4.7834 3.7613 -0.13 0.05 0.03
H 2.0164 4.4470 4.3253 0.03 0.08 0.09
H 0.8946 3.1204 4.0061 0.08 -0.08 0.08
H 0.4693 5.6086 1.4626 -0.07 0.15 -0.05
H 1.9865 5.4391 0.5864 0.07 0.12 -0.11
H 1.9699 6.1885 2.1993 0.14 0.03 0.05
H 3.3710 2.7450 2.7596 0.02 -0.17 0.11
H 3.8189 4.4367 2.5899 0.06 0.11 0.04
H 3.4891 3.4646 1.1447 0.08 0.04 -0.09
C 1.2100 0.3969 3.4810 -0.28 -0.18 -1.10
Si -0.2951 -0.3642 2.5665 -0.34 -0.03 2.81
C -1.9407 0.6348 3.1446 0.78 -0.41 -1.08
C -1.9166 2.0123 2.5056 -0.15 0.18 -0.07
C -3.2186 -0.0736 2.7190 0.07 -0.07 0.09
C -1.8847 0.7993 4.6581 0.29 -0.26 0.02
C -0.2213 -2.3036 3.0337 -0.06 0.94 -1.10
C 1.0493 -2.8776 2.4123 0.08 0.11 -0.06
C -1.4299 -3.0506 2.4895 -0.05 0.03 0.04
C -0.1437 -2.4361 4.5454 -0.09 0.40 0.04
H 1.0189 0.5818 4.5362 -0.32 -0.08 0.03
H 1.4666 1.3425 3.0145 0.04 0.15 0.00
H 2.0771 -0.2529 3.4199 0.15 -0.20 -0.06
H -1.8760 1.9713 1.4219 -0.07 0.03 -0.04
H -1.0736 2.6022 2.8472 0.12 0.10 0.00
H -2.8310 2.5381 2.7842 -0.08 0.10 0.09
H -3.2201 -0.2673 1.6487 -0.08 -0.13 -0.15
H -4.0669 0.5752 2.9341 -0.11 0.09 0.02
H -3.3796 -1.0011 3.2605 -0.03 -0.15 -0.03
H -1.0375 1.4135 4.9506 0.06 0.06 0.13
H -1.8321 -0.1502 5.1828 -0.02 -0.05 0.15
H -2.7891 1.3066 4.9909 -0.15 0.09 -0.04
H 1.2029 -2.5330 1.3891 0.08 -0.13 -0.06
H 0.9783 -3.9626 2.3850 0.08 -0.22 0.00
H 1.9311 -2.6178 2.9899 0.17 0.09 0.05
H -1.5673 -2.8709 1.4235 -0.10 -0.04 -0.10
H -2.3392 -2.7728 3.0134 -0.13 0.01 -0.05
H -1.2847 -4.1203 2.6347 -0.01 -0.18 0.00
H 0.7722 -1.9953 4.9318 0.05 0.03 0.13
H -0.1524 -3.4912 4.8137 0.04 -0.21 -0.01
H -0.9921 -1.9685 5.0367 -0.08 -0.05 0.14
```
Forces are in eV/Å.

Computed properties:
Maximum force (eV Å⁻¹): 2.8
HOMO-LUMO gap (eV): 6.14
Total charge: +1
M (u): 877.63
Multiplicity: 1